Entry from OMol25: C36H40ClN3O2 in the gas phase (ωB97M-V/def2-TZVPD).

Calculated values
SMILES string = CCOC(=O)[C@@H](/N=C/c1ccc(Cl)cc1)C(c1cc2c3c(c1)CCCN3CCC2)c1cc2c3c(c1)CCCN3CCC2
Calculated total energy = -2170.6153 Ha
LUMO energy = 0.52 eV

Element x y z (Å)
C  4.244  -1.689  -2.627
C  2.942  -1.340  -3.296
O  2.188  -0.686  -2.191
C  0.874  -0.490  -2.518
O  0.359  -0.938  -3.555
C  0.005  0.270  -1.436
N  -1.236  -0.278  -1.584
C  -2.385  -0.822  -1.491
C  -3.223  -1.390  -2.582
C  -4.529  -1.890  -2.389
C  -5.338  -2.321  -3.432
C  -4.843  -2.285  -4.754
Cl  -5.829  -2.796  -6.074
C  -3.533  -1.838  -4.978
C  -2.734  -1.426  -3.908
C  0.302  1.329  -0.391
C  1.695  1.149  0.246
C  2.491  2.197  0.782
C  3.778  1.938  1.276
C  4.237  0.610  1.329
C  3.336  -0.433  0.984
C  2.087  -0.129  0.484
C  3.728  -1.854  1.038
C  5.114  -2.087  1.646
C  6.091  -1.005  1.216
N  5.556  0.311  1.580
C  6.573  1.355  1.580
C  6.059  2.596  2.288
C  4.712  3.042  1.647
C  -0.931  1.271  0.520
C  -1.897  2.289  0.513
C  -3.159  2.067  1.049
C  -3.423  0.815  1.644
C  -2.351  -0.112  1.840
C  -1.111  0.178  1.326
C  -2.622  -1.421  2.488
C  -4.036  -1.904  2.151
C  -5.046  -0.827  2.504
N  -4.722  0.427  1.852
C  -5.796  1.400  1.918
C  -5.651  2.509  0.892
C  -4.234  3.095  0.968
H  5.015  -1.961  -3.354
H  4.637  -0.863  -2.016
H  4.120  -2.562  -1.971
H  3.107  -0.651  -4.144
H  2.415  -2.250  -3.635
H  0.199  1.391  -1.882
H  -2.914  -0.918  -0.510
H  -4.946  -1.931  -1.374
H  -6.359  -2.687  -3.284
H  -3.154  -1.823  -6.006
H  -1.715  -1.124  -4.101
H  0.336  2.447  -0.501
H  2.187  3.221  0.718
H  1.420  -0.954  0.200
H  3.706  -2.282  0.022
H  2.999  -2.436  1.621
H  5.524  -3.063  1.360
H  5.036  -2.073  2.743
H  6.265  -1.043  0.118
H  7.071  -1.114  1.714
H  7.475  0.957  2.072
H  6.849  1.620  0.539
H  5.925  2.385  3.363
H  6.824  3.389  2.201
H  4.989  3.622  0.750
H  4.249  3.761  2.334
H  -1.676  3.229  0.019
H  -0.286  -0.531  1.519
H  -2.507  -1.392  3.585
H  -1.904  -2.166  2.120
H  -4.297  -2.822  2.689
H  -4.097  -2.125  1.075
H  -5.071  -0.666  3.600
H  -6.063  -1.110  2.189
H  -5.812  1.859  2.925
H  -6.747  0.865  1.787
H  -5.867  2.137  -0.119
H  -6.395  3.284  1.118
H  -4.061  3.745  0.103
H  -4.217  3.749  1.857